Below is a 7-piece molecular cluster, C73H164F6N3O6P4S2 overall, with properties calculated with the ωB97M-V functional and the def2-TZVPD basis.

Atoms and positions in Å:
C -2.780 -2.420 1.075
F -3.550 -2.791 2.123
F -2.721 -3.415 0.197
F -3.292 -1.341 0.537
S -1.050 -1.985 1.617
O -1.217 -1.059 2.743
O -0.497 -3.281 1.973
N -0.354 -1.313 0.120
S 0.093 -0.028 0.612
O -1.000 0.897 0.837
O 1.202 0.000 1.609
C 0.980 0.536 -1.038
F 2.083 -0.193 -1.213
F 0.190 0.416 -2.070
F 1.264 1.807 -0.873
C 2.441 -6.481 12.370
C 0.997 -6.079 12.562
C 0.449 -5.206 11.312
C -1.080 -5.011 11.457
P -1.751 -3.381 12.059
C -0.921 -2.273 10.811
C -0.930 -0.829 11.240
C -0.776 0.250 10.211
C -0.882 1.671 10.858
C -3.638 -3.216 11.927
C -4.209 -3.716 10.582
C -5.715 -3.869 10.797
C -6.274 -4.505 9.544
C -1.257 -2.932 13.728
C -2.058 -3.601 14.926
C -1.669 -3.108 16.334
C -0.125 -3.047 16.417
H 2.376 -7.142 11.506
H 2.923 -7.061 13.157
H 3.100 -5.664 12.078
H 0.934 -5.425 13.432
H 0.363 -6.948 12.740
H 0.674 -5.677 10.355
H 1.024 -4.282 11.241
H -1.396 -5.653 12.279
H -1.513 -5.263 10.488
H -1.484 -2.311 9.879
H 0.099 -2.537 10.532
H -0.081 -0.725 11.916
H -1.830 -0.655 11.830
H -1.492 0.080 9.407
H 0.166 0.147 9.673
H -0.144 1.878 11.633
H -1.815 1.675 11.422
H -0.913 2.506 10.159
H -3.677 -2.131 11.837
H -4.095 -3.703 12.789
H -3.775 -4.623 10.161
H -4.089 -2.921 9.846
H -6.093 -2.863 10.977
H -5.927 -4.373 11.740
H -6.104 -3.936 8.630
H -7.346 -4.701 9.515
H -5.835 -5.491 9.395
H -1.384 -1.854 13.632
H -0.197 -3.153 13.598
H -1.965 -4.686 14.873
H -3.120 -3.509 14.697
H -2.076 -3.743 17.121
H -1.949 -2.103 16.649
H 0.351 -2.367 15.711
H 0.336 -4.034 16.403
H 0.109 -2.700 17.424
C 4.361 6.147 -8.923
C 5.879 5.909 -9.189
C 6.353 6.863 -10.270
C 7.889 6.692 -10.487
P 8.863 8.090 -11.100
C 8.252 8.534 -12.747
C 8.218 7.323 -13.762
C 8.188 7.700 -15.296
C 8.071 6.429 -16.197
C 10.594 7.581 -11.235
C 11.584 8.587 -11.864
C 13.007 8.135 -11.913
C 13.554 7.644 -10.469
C 8.641 9.489 -9.987
C 9.293 9.254 -8.623
C 9.251 10.539 -7.718
C 10.047 11.794 -8.345
H 3.882 6.261 -9.896
H 4.124 6.953 -8.229
H 3.879 5.240 -8.561
H 6.067 4.937 -9.644
H 6.615 5.950 -8.387
H 6.095 7.886 -9.997
H 5.879 6.727 -11.243
H 8.005 5.776 -11.067
H 8.383 6.470 -9.542
H 8.852 9.389 -13.061
H 7.218 8.872 -12.677
H 7.512 6.551 -13.455
H 9.109 6.696 -13.805
H 9.159 8.134 -15.535
H 7.473 8.500 -15.488
H 7.163 5.828 -16.156
H 8.960 5.816 -16.045
H 8.116 6.657 -17.262
H 10.549 6.638 -11.781
H 10.861 7.212 -10.245
H 11.622 9.585 -11.428
H 11.284 8.768 -12.897
H 13.595 8.963 -12.310
H 13.028 7.276 -12.583
H 13.186 8.351 -9.726
H 14.642 7.701 -10.470
H 13.244 6.631 -10.213
H 7.601 9.815 -10.017
H 9.091 10.318 -10.533
H 10.348 9.152 -8.880
H 8.812 8.389 -8.166
H 9.600 10.354 -6.702
H 8.276 11.008 -7.589
H 9.772 12.055 -9.367
H 11.046 11.383 -8.491
H 10.120 12.717 -7.771
C -4.967 5.283 -0.990
C -3.745 5.687 -1.812
C -3.308 7.072 -1.452
C -2.079 7.597 -2.218
P -1.565 9.366 -1.707
C -1.186 9.431 0.117
C -0.475 8.128 0.568
C 0.124 8.144 2.031
C 0.815 9.427 2.422
C -3.037 10.404 -2.055
C -3.180 10.700 -3.589
C -4.607 10.538 -4.103
C -4.749 10.735 -5.626
C -0.084 9.844 -2.634
C 1.187 8.956 -2.453
C 2.100 9.604 -1.410
C 3.396 8.758 -1.107
H -5.940 5.740 -1.167
H -4.843 5.100 0.077
H -5.312 4.289 -1.274
H -4.003 5.703 -2.871
H -2.965 4.944 -1.647
H -3.109 6.992 -0.384
H -4.101 7.810 -1.577
H -2.346 7.639 -3.274
H -1.221 6.926 -2.256
H -2.117 9.511 0.678
H -0.640 10.373 0.164
H 0.355 7.829 -0.071
H -1.169 7.289 0.616
H 0.854 7.346 2.169
H -0.707 8.039 2.729
H 1.871 9.367 2.159
H 0.936 9.493 3.503
H 0.433 10.359 2.005
H -3.078 11.288 -1.419
H -3.974 9.903 -1.810
H -2.594 10.003 -4.188
H -2.900 11.746 -3.709
H -5.272 11.327 -3.752
H -5.011 9.544 -3.916
H -5.778 10.436 -5.830
H -4.082 10.017 -6.102
H -4.615 11.771 -5.936
H 0.153 10.829 -2.231
H -0.330 9.870 -3.696
H 1.670 9.163 -3.408
H 1.065 7.874 -2.427
H 1.555 9.825 -0.492
H 2.505 10.565 -1.727
H 3.801 9.069 -0.144
H 4.215 8.975 -1.793
H 3.167 7.693 -1.061
C -3.997 -11.637 -4.641
C -5.432 -12.179 -4.297
C -6.162 -11.264 -3.270
C -7.171 -12.021 -2.385
P -8.255 -10.974 -1.327
C -7.221 -10.134 -0.055
C -6.026 -11.001 0.328
C -5.053 -10.317 1.267
C -5.568 -10.052 2.645
C -9.040 -9.541 -2.264
C -10.108 -8.661 -1.595
C -9.561 -7.725 -0.577
C -8.836 -6.562 -1.262
C -9.394 -12.010 -0.298
C -10.300 -12.783 -1.191
C -11.138 -13.848 -0.500
C -10.481 -14.962 0.341
H -4.100 -10.614 -5.003
H -3.511 -12.250 -5.399
H -3.369 -11.778 -3.761
H -5.365 -13.176 -3.860
H -6.061 -12.277 -5.182
H -6.747 -10.518 -3.808
H -5.344 -10.799 -2.719
H -6.888 -12.828 -1.708
H -7.814 -12.561 -3.080
H -7.760 -9.854 0.850
H -6.753 -9.269 -0.525
H -5.465 -11.441 -0.496
H -6.378 -11.807 0.972
H -4.568 -9.407 0.915
H -4.190 -10.936 1.511
H -5.905 -10.914 3.221
H -6.337 -9.279 2.661
H -4.713 -9.707 3.227
H -9.607 -10.050 -3.044
H -8.347 -8.964 -2.877
H -10.784 -9.344 -1.081
H -10.714 -8.161 -2.351
H -8.845 -8.047 0.179
H -10.352 -7.389 0.093
H -7.990 -6.925 -1.846
H -8.444 -5.906 -0.485
H -9.559 -5.990 -1.844
H -9.979 -11.380 0.372
H -8.714 -12.570 0.344
H -9.772 -13.332 -1.971
H -11.003 -12.148 -1.730
H -11.696 -14.294 -1.322
H -11.890 -13.377 0.132
H -11.114 -15.846 0.414
H -10.311 -14.615 1.360
H -9.557 -15.327 -0.108
C 5.331 -3.943 5.244
C 6.768 -3.522 5.415
C 7.029 -2.531 6.522
O 6.573 -3.142 7.712
C 6.760 -2.224 8.785
N 7.645 -4.785 5.326
H 8.606 -4.621 5.061
H 7.707 -5.307 6.188
H 7.221 -5.409 4.655
H 4.918 -4.540 6.058
H 5.212 -4.581 4.369
H 4.627 -3.118 5.135
H 7.079 -2.893 4.580
H 6.442 -1.620 6.400
H 8.084 -2.349 6.724
H 5.899 -2.262 9.453
H 6.919 -1.171 8.552
H 7.649 -2.511 9.347
C -2.093 -3.877 -4.095
C -1.217 -5.039 -4.099
O -1.478 -6.085 -4.720
N 0.104 -4.891 -3.305
H 0.842 -4.538 -3.898
H -0.069 -4.147 -2.645
C 0.380 -6.280 -2.661
H -2.144 -3.264 -3.195
H -3.143 -4.162 -4.151
H -1.694 -3.243 -4.888
H 1.306 -6.152 -2.101
H 0.414 -7.027 -3.455
H -0.420 -6.551 -1.973

Calculated values
spin multiplicity	1
M	1482.15	g/mol
E_LUMO	-7.47	eV
charge	+5
highest occupied orbital energy	-14.4	eV